Record 1
# C52H109N6O5

A cluster of 7 separate species, C52H109N6O5 in total in a non-equilibrium geometry (ωB97M-V/def2-TZVPD, the OMol25 dataset).

The highest occupied orbital energy (spin up / spin down) is -14.99 / -15.33 eV. The HOMO-LUMO gap (spin up / spin down) is 2.173 / 2.635 eV. For the electronic energy, the calculation gives -2749.44949 Ha. Its expectation value of S² is 0.77.

Geometry as ORCA input:
```
! wB97M-V def2-TZVPD RIJCOSX def2/J DEFGRID3
* xyz 4 2
O -6.565 -2.143 -1.386
O 0.878 -0.710 -0.745
O 1.896 -3.890 3.736
O -2.878 2.034 4.486
O -1.184 -2.390 -3.607
N 0.829 -4.586 3.092
N -1.563 1.558 4.885
N 4.442 1.361 -0.179
N -5.328 -1.502 -1.119
N 0.119 -1.868 -3.639
N -0.434 5.199 -1.882
C 5.682 2.200 0.290
C 2.851 -1.113 -4.458
C 3.607 2.098 -1.270
C -4.185 -2.451 -0.980
C -0.642 0.449 -3.929
C 1.191 1.348 5.756
C -2.834 -1.617 -1.000
C 4.303 -0.354 1.579
C -4.337 -3.296 0.316
C -1.138 -5.844 1.549
C 0.893 1.417 4.280
C -1.320 2.647 7.130
C -0.344 2.838 -1.346
C 0.919 6.504 -3.654
C -1.764 5.292 -2.691
C 1.272 -5.806 2.241
C -1.590 -4.861 2.585
C -1.285 1.293 6.376
C 3.603 3.165 -3.499
C -3.879 0.571 -0.814
C -6.127 0.799 -1.764
C -5.354 -0.010 -0.733
C 0.415 6.488 -2.245
C 0.060 -0.982 -5.994
C -0.531 -2.734 1.899
C 1.266 -3.862 -4.942
C 2.249 -6.696 3.164
C -2.401 0.265 6.864
C -0.410 3.520 3.830
C 0.098 0.642 6.592
C 0.018 -6.718 2.007
C -0.491 1.971 3.887
C 4.426 -1.152 0.287
C 3.677 0.978 1.095
C 0.295 -0.642 -4.509
C 1.883 -5.388 0.867
C 0.319 3.903 -2.263
C -0.810 5.085 -0.417
C -0.485 -3.836 2.959
C -2.859 -0.365 -0.115
C 1.485 7.930 -3.982
C -0.874 -3.076 4.182
C -6.023 0.103 0.659
C 1.738 -0.082 -4.319
C 1.178 -3.004 -3.593
C -4.221 -3.394 -2.248
C 4.484 2.580 -2.430
C 2.551 -2.281 -3.448
C -0.856 3.599 -0.093
C -0.874 1.301 2.608
C 4.858 -0.013 -0.743
C 0.977 -3.729 -2.257
H -1.917 -2.763 4.225
H -3.385 0.654 6.602
H 5.253 3.129 0.665
H 3.548 -0.752 2.257
H 5.932 -0.003 -0.931
H 1.932 0.724 -5.027
H -6.279 1.863 -1.583
H 0.068 -0.414 6.323
H -5.972 1.067 1.165
H 2.640 0.876 0.777
H -4.974 -4.178 -2.167
H 0.946 8.802 -3.613
H 2.430 -6.186 0.364
H 1.252 4.166 -1.764
H 0.808 -3.101 -1.383
H -0.869 0.213 2.551
H 0.885 -1.544 -6.432
H -0.810 -3.697 5.075
H -2.506 -4.318 2.351
H -1.357 2.448 8.201
H -3.636 0.773 -1.857
H 1.010 0.436 3.818
H 1.786 -3.419 -5.791
H -1.867 0.083 -0.063
H -5.295 -3.813 0.254
H -3.795 1.517 -0.279
H 1.478 8.045 -5.066
H 1.765 -4.830 -4.892
H 1.239 2.356 6.169
H -0.132 4.030 4.752
H -0.273 1.634 1.762
H 2.535 -4.520 0.959
H 1.269 6.426 -1.571
H -2.345 0.029 7.927
H -0.301 -2.172 4.387
H 0.394 3.809 -3.346
H -4.272 -2.649 1.191
H 1.869 0.395 -3.347
H -1.663 0.210 -4.224
H -1.621 5.280 -3.771
H -0.469 0.463 -2.852
H 3.289 -6.372 3.197
H 3.256 4.133 -3.139
H 3.390 -1.378 0.034
H 4.924 1.784 -3.031
H 0.259 -4.216 -5.164
H 3.215 2.946 -0.710
H -1.075 2.451 -2.056
H 1.094 -5.063 0.189
H 0.298 -7.486 1.285
H 3.535 1.836 1.752
H -3.265 -3.905 -2.363
H 5.262 -0.318 2.096
H 1.706 1.981 3.822
H 0.334 2.026 -1.085
H 4.116 3.426 -4.425
H -5.553 0.732 -2.688
H 3.839 -0.708 -4.241
H -1.316 3.926 3.379
H 2.697 -1.877 -2.446
H 0.427 0.686 7.631
H -0.480 3.292 6.875
H 0.323 3.798 3.072
H 2.506 -7.597 2.606
H -0.703 1.381 -4.491
H 2.164 0.881 5.911
H 6.323 1.717 1.028
H 2.569 8.033 -3.936
H 5.058 -2.040 0.283
H -1.880 3.324 0.160
H -1.027 -5.432 0.546
H -3.557 -4.046 0.449
H 0.108 -1.859 2.014
H -7.079 0.390 -2.104
H 0.025 -0.122 -6.662
H 3.344 -3.023 -3.543
H -2.307 4.376 -2.458
H -2.574 -1.205 -1.975
H 0.205 6.208 -4.423
H -0.278 -7.260 2.905
H -7.057 -0.239 0.642
H -1.906 -2.171 -0.863
H 1.635 -4.561 -2.007
H -0.063 5.577 0.205
H -4.241 -2.874 -3.206
H 0.059 -0.238 -0.497
H -0.267 3.409 0.804
H 2.662 2.638 -3.657
H 0.057 -4.309 -2.332
H 4.467 -0.183 -1.746
H -1.527 -2.293 1.870
H -2.331 6.167 -2.374
H -1.855 1.574 2.219
H -1.902 -6.593 1.344
H -2.184 3.286 6.946
H -5.559 -0.649 1.297
H -2.293 -0.744 6.466
H -0.896 -1.485 -6.138
H 3.091 -1.417 -5.477
H -1.724 5.672 -0.324
H 1.907 -6.873 4.184
H 2.709 1.535 -1.525
H -0.148 7.352 -1.890
H 5.260 3.239 -2.041
H -3.017 -0.441 0.961
H 6.290 2.285 -0.611
H -1.916 -5.440 3.450
H 1.704 5.748 -3.654
H -0.304 -3.197 0.939
*
```

Record 2
# C7H20BrLiO3

A structure of composition C7H20BrLiO3 in a non-equilibrium geometry (ωB97M-V/def2-TZVPD, the OMol25 dataset).

The highest occupied orbital energy is -7.63 eV. The HOMO-LUMO gap is 7.859 eV. The calculation puts the energy above the lowest of the compared OMol25 structures with the same formula, charge and spin at 0.0 kcal per mole. For the electronic energy, the calculation gives -3086.06525 Ha.

Geometry as ORCA input:
```
! wB97M-V def2-TZVPD RIJCOSX def2/J DEFGRID3
* xyz 0 1
Br 1.235 2.819 -2.416
O -0.206 1.788 0.940
O 2.314 0.114 0.098
O -0.367 -0.512 -1.733
C -0.923 -2.829 -2.169
C -1.312 -1.533 -1.453
C 3.167 -0.028 2.363
C -1.371 -1.718 0.054
C 2.327 -0.688 1.279
C -1.459 2.475 1.033
C -2.128 2.445 -0.317
Li 0.646 1.039 -0.795
H -2.105 1.984 1.775
H -1.502 2.901 -1.087
H -2.145 -2.439 0.318
H -0.234 -0.460 -2.690
H -0.433 -2.029 0.510
H 2.839 1.004 2.513
H 1.296 -0.835 1.588
H 2.748 -1.668 1.031
H -3.071 2.995 -0.275
H -1.293 3.494 1.394
H 0.059 -3.125 -1.795
H -0.893 -2.663 -3.248
H -1.624 -3.639 -1.977
H -1.677 -0.765 0.499
H -2.370 1.437 -0.660
H 0.253 1.774 1.783
H 3.148 -0.553 3.316
H -2.320 -1.256 -1.783
H 4.204 0.053 2.025
H 3.198 0.422 -0.120
*
```

Record 3
# C18H16N2O3S

The molecule C18H16N2O3S in a non-equilibrium geometry (ωB97M-V/def2-TZVPD, the OMol25 dataset).

The highest occupied orbital energy is -8.12 eV. As for the SMILES: COc1ccc(/N=C/C(=C/CC#N)S(=O)(=O)c2ccccc2)cc1. The HOMO-LUMO gap is 6.910 eV. The calculation puts the energy above the lowest of the compared OMol25 structures with the same formula, charge and spin at 160.5 kcal per mole. For the electronic energy, the calculation gives -1428.76210 Ha.

Geometry as ORCA input:
```
! wB97M-V def2-TZVPD RIJCOSX def2/J DEFGRID3
* xyz 0 1
S -1.891 2.251 -1.212
O 2.650 -5.758 -1.478
O -2.683 1.208 -1.935
O -1.652 3.457 -1.978
N 0.538 3.906 2.968
N 1.065 -0.444 -0.779
C 0.557 3.865 0.302
C 1.354 -1.786 -1.049
C -0.249 1.540 -0.697
C 3.168 -3.435 -1.282
C 0.863 -4.210 -1.223
C -2.666 2.552 0.379
C 0.440 -2.871 -1.165
C -3.704 2.718 2.926
C -0.107 0.170 -1.133
C 0.501 3.908 1.784
C -3.371 1.444 2.374
C 2.776 -2.131 -1.070
C 3.767 -6.113 -0.766
C -3.501 3.885 2.109
C -2.932 3.853 0.839
C -2.952 1.417 1.088
C 2.275 -4.496 -1.299
C 0.687 2.483 -0.145
H 1.664 2.072 0.151
H 3.925 -7.156 -0.720
H -4.096 2.840 3.946
H -0.182 4.316 -0.254
H 3.446 -1.370 -0.782
H -2.700 0.520 0.608
H 1.440 4.392 0.039
H -0.842 -0.334 -1.713
H -3.706 4.999 2.404
H -3.477 0.483 2.868
H -2.680 4.804 0.354
H 3.801 -5.851 0.324
H 0.125 -5.013 -1.210
H -0.650 -2.809 -1.117
H 4.270 -3.571 -1.242
H 4.729 -5.736 -1.217
*
```

Record 4
# C3H7BrS

A structure of composition C3H7BrS in a non-equilibrium geometry (ωB97M-V/def2-TZVPD, the OMol25 dataset).

The highest occupied orbital energy is -8.99 eV. The HOMO-LUMO gap is 8.400 eV. The calculation puts the energy above the lowest of the compared OMol25 structures with the same formula, charge and spin at 57.7 kcal per mole. For the electronic energy, the calculation gives -3090.61545 Ha.

Geometry as ORCA input:
```
! wB97M-V def2-TZVPD RIJCOSX def2/J DEFGRID3
* xyz 0 1
Br -2.632 -1.331 -1.252
S 0.435 0.006 -2.570
C -1.131 -0.270 -0.726
C -0.347 -0.676 0.489
C 0.818 0.288 0.780
H 1.466 -0.174 1.435
H 1.268 0.734 -0.138
H -0.527 0.372 -3.543
H 0.238 -1.595 0.369
H -1.343 0.743 -1.149
H 0.517 1.160 1.307
H -1.044 -0.923 1.368
*
```

Record 5
# C8H17CaO3P2

A structure of composition C8H17CaO3P2 in a non-equilibrium geometry (ωB97M-V/def2-TZVPD, the OMol25 dataset).

The highest occupied orbital energy (spin up / spin down) is 0.01 / 0.10 eV. The HOMO-LUMO gap (spin up / spin down) is 3.003 / 2.765 eV. For the electronic energy, the calculation gives -1900.97511 Ha.

Geometry as ORCA input:
```
! wB97M-V def2-TZVPD RIJCOSX def2/J DEFGRID3
* xyz -1 1
Ca 0.681 -0.138 -0.356
P -1.901 -0.127 1.488
P 1.952 -2.512 -1.258
O -0.858 1.124 0.849
O -1.625 -0.050 3.069
O -0.631 -1.270 0.984
C -0.725 1.788 -2.287
C -0.356 0.172 3.743
C 0.381 0.085 -3.392
C -0.880 0.477 -2.824
C 0.621 2.207 -2.516
C -1.029 2.505 1.303
C -0.339 -2.549 1.638
C 1.289 1.164 -3.209
H -1.911 2.936 0.818
H 0.574 -0.840 -3.923
H -0.132 3.043 0.982
H 1.252 -3.772 -1.293
H 3.012 -2.893 -0.363
H 0.646 -2.515 2.130
H -1.117 2.541 2.399
H -0.305 -3.329 0.866
H 1.044 3.180 -2.237
H -1.815 -0.078 -2.899
H -0.652 0.313 4.784
H 2.689 -2.675 -2.478
H 0.289 -0.710 3.654
H -1.126 -2.740 2.374
H 2.330 1.194 -3.556
H 0.160 1.067 3.374
H -1.519 2.401 -1.867
*
```

Record 6
# C16H30N2O2P2Re

A structure of composition C16H30N2O2P2Re in a non-equilibrium geometry (ωB97M-V/def2-TZVPD, the OMol25 dataset).

The highest occupied orbital energy (spin up / spin down) is -5.71 / -7.73 eV. The HOMO-LUMO gap (spin up / spin down) is 6.170 / 7.121 eV. The calculation puts the energy above the lowest of the compared OMol25 structures with the same formula, charge and spin at 6.8 kcal per mole. For the electronic energy, the calculation gives -1648.55954 Ha. Its expectation value of S² is 3.78.

Geometry as ORCA input:
```
! wB97M-V def2-TZVPD RIJCOSX def2/J DEFGRID3
* xyz 0 4
Re 0.137 -0.216 0.927
P -1.008 1.838 0.826
P 1.706 -1.476 -0.355
O 1.765 -2.540 4.171
O 1.869 1.514 -1.714
N -1.277 -1.183 0.450
N 0.927 -1.190 2.379
C 3.387 -1.482 0.361
C -4.075 -3.574 0.280
C 2.614 2.417 -1.323
C -2.956 -2.907 0.755
C 2.002 -1.369 -2.163
C 2.248 3.862 -1.507
C 1.128 -3.208 -0.205
C 1.358 -1.868 3.273
C -2.348 -1.881 -0.032
C -2.902 -1.595 -1.321
C -4.624 -3.261 -0.968
C -4.027 -2.277 -1.762
C -2.730 1.574 1.424
C 3.915 2.157 -0.610
C -0.479 3.096 2.066
C -1.432 3.024 -0.523
H -4.472 -2.018 -2.719
H 1.184 3.918 -1.705
H -0.224 2.581 2.998
H 2.775 4.243 -2.390
H 3.327 -1.579 1.451
H 2.415 -0.378 -2.385
H 2.508 4.447 -0.616
H -1.312 3.786 2.261
H -5.537 -3.761 -1.306
H 1.907 -3.901 -0.543
H 2.681 -2.156 -2.526
H -0.312 0.472 2.267
H 4.518 1.458 -1.199
H -2.733 0.791 2.195
H 1.046 -1.460 -2.691
H 3.752 1.708 0.373
H -3.369 1.274 0.580
H 4.495 3.081 -0.448
H -2.429 -0.822 -1.937
H 0.238 -3.354 -0.827
H 3.882 -0.536 0.108
H 0.401 3.651 1.721
H -3.081 2.521 1.845
H -2.522 -3.128 1.736
H 3.974 -2.321 -0.037
H -2.106 2.540 -1.242
H -4.557 -4.321 0.906
H -1.975 3.876 -0.072
H 0.871 -3.458 0.829
H -0.543 3.391 -1.055
*
```

Record 7
# C4H8Br2Si

A structure of composition C4H8Br2Si in a non-equilibrium geometry (ωB97M-V/def2-TZVPD, the OMol25 dataset).

The highest occupied orbital energy (spin up / spin down) is -8.68 / -8.63 eV. The HOMO-LUMO gap (spin up / spin down) is 7.409 / 7.620 eV. The calculation puts the energy above the lowest of the compared OMol25 structures with the same formula, charge and spin at 138.0 kcal per mole. For the electronic energy, the calculation gives -5594.56662 Ha.

Geometry as ORCA input:
```
! wB97M-V def2-TZVPD RIJCOSX def2/J DEFGRID3
* xyz 0 1
Br 3.169 1.797 1.469
Br 2.969 -0.209 -1.014
Si 0.275 -0.197 1.013
C 2.401 0.048 0.779
C 0.312 -1.745 -0.114
C -1.165 0.826 0.385
C -1.639 1.204 -0.964
H 1.268 -2.151 -0.170
H -0.445 -2.462 0.375
H -1.971 0.280 -1.477
H -1.805 1.306 1.128
H -2.356 2.137 -1.025
H -0.090 -0.578 2.436
H -0.788 1.437 -1.688
H -0.133 -1.692 -1.132
*
```

Record 8
# C2H3N2O2

A cluster of 2 separate species, C2H3N2O2 in total in a non-equilibrium geometry (ωB97M-V/def2-TZVPD, the OMol25 dataset).

The highest occupied orbital energy (spin up / spin down) is -1.80 / -2.99 eV. The HOMO-LUMO gap (spin up / spin down) is 6.437 / 7.253 eV. The calculation puts the energy above the lowest of the compared OMol25 structures with the same formula, charge and spin at 81.0 kcal per mole. For the electronic energy, the calculation gives -337.88034 Ha.

Geometry as ORCA input:
```
! wB97M-V def2-TZVPD RIJCOSX def2/J DEFGRID3
* xyz -1 1
O -2.411 2.461 1.505
O -0.977 0.274 -2.305
N -0.515 1.291 0.201
N -2.358 1.366 0.979
C -0.345 -0.377 -1.456
C -0.072 0.123 -0.153
H 0.194 -1.296 -1.594
H 0.619 -0.589 0.384
H -0.405 1.757 1.145
*
```

Record 9
# C5H11N2O

A cluster of 2 separate species, C5H11N2O in total in a non-equilibrium geometry (ωB97M-V/def2-TZVPD, the OMol25 dataset).

The highest occupied orbital energy is -2.53 eV. The HOMO-LUMO gap is 5.275 eV. The calculation puts the energy above the lowest of the compared OMol25 structures with the same formula, charge and spin at 151.9 kcal per mole. For the electronic energy, the calculation gives -381.60317 Ha.

Geometry as ORCA input:
```
! wB97M-V def2-TZVPD RIJCOSX def2/J DEFGRID3
* xyz -1 1
O 4.048 0.116 -0.464
N -1.138 -1.314 -1.030
N -3.401 0.381 0.010
C -1.018 -0.351 -0.050
C 0.320 -0.037 0.357
C -2.021 0.352 0.575
C 1.654 -0.552 -0.030
C 2.888 0.506 0.076
H -1.694 0.972 1.395
H 2.983 0.588 1.193
H 2.517 1.474 -0.363
H -3.627 -0.150 -0.820
H -3.593 1.342 -0.245
H 0.307 0.912 1.069
H 0.523 1.680 1.541
H -0.270 -1.686 -1.376
H -1.997 -1.503 -1.519
H 1.609 -1.227 -0.922
H 1.910 -1.502 0.603
*
```

Record 10
# C7H12O

The molecule C7H12O in a non-equilibrium geometry (ωB97M-V/def2-TZVPD, the OMol25 dataset).

The highest occupied orbital energy is -9.11 eV. As for the SMILES: C/C=C(\C)CCC=O. The HOMO-LUMO gap is 10.045 eV. The calculation puts the energy above the lowest of the compared OMol25 structures with the same formula, charge and spin at 17.8 kcal per mole. For the electronic energy, the calculation gives -349.12034 Ha.

Geometry as ORCA input:
```
! wB97M-V def2-TZVPD RIJCOSX def2/J DEFGRID3
* xyz 0 1
O 1.310 -3.168 0.979
C -0.369 2.561 -0.010
C -0.248 1.100 -0.317
C 0.745 0.368 0.556
C -0.930 0.503 -1.290
C -1.980 1.165 -2.140
C 1.396 -1.991 1.198
C 0.248 -1.018 1.063
H -1.609 1.808 -2.947
H -2.578 0.411 -2.668
H 0.631 3.021 -0.092
H 2.379 -1.547 1.486
H -2.689 1.732 -1.549
H -0.097 -0.865 2.087
H -0.488 -1.463 0.405
H 1.711 0.226 0.066
H 0.924 0.980 1.438
H -0.986 3.121 -0.711
H -0.765 2.815 0.975
H -0.795 -0.552 -1.479
*
```